C86H185F2N9O10S2 | the ωB97M-V functional and the def2-TZVPD basis

Cartesian coordinates (Å):
C 1.17 5.21 8.92
C 1.95 5.58 7.67
C 2.77 4.41 7.07
C 1.92 3.37 6.45
N 2.76 2.59 5.41
C 2.02 1.31 5.22
C 2.36 0.41 6.45
C 3.69 0.99 6.98
C 4.09 2.11 5.97
C 2.85 3.41 4.14
C 3.75 2.82 3.09
C 3.61 3.58 1.73
H 0.48 5.98 9.21
H 1.80 5.06 9.79
H 0.63 4.29 8.76
H 2.67 6.40 7.97
H 1.24 5.90 6.94
H 3.39 3.96 7.85
H 3.50 4.75 6.33
H 1.14 3.78 5.86
H 1.40 2.73 7.18
H 2.48 0.74 4.38
H 0.99 1.46 4.93
H 2.53 -0.62 6.16
H 1.56 0.51 7.15
H 4.46 0.29 7.02
H 3.39 1.40 7.95
H 4.60 1.64 5.05
H 4.70 2.94 6.28
H 3.21 4.47 4.32
H 1.80 3.49 3.82
H 3.35 1.85 2.85
H 4.84 2.75 3.28
H 3.54 2.88 0.91
H 4.53 4.10 1.46
H 2.80 4.35 1.79
C -4.63 4.05 -0.94
C -4.40 5.43 -0.26
C -3.25 5.23 0.74
C -2.81 6.60 1.41
N -1.84 6.44 2.57
C -1.48 7.82 2.99
C 0.00 7.65 3.39
C 0.54 6.81 2.22
C -0.57 5.77 2.03
C -2.56 5.75 3.73
C -3.98 6.23 4.06
C -4.44 5.46 5.33
H -4.73 3.28 -0.16
H -3.82 3.85 -1.59
H -5.57 4.12 -1.50
H -5.31 5.62 0.33
H -4.32 6.21 -1.05
H -2.36 4.95 0.20
H -3.52 4.55 1.47
H -3.70 7.19 1.69
H -2.25 7.23 0.68
H -2.07 8.16 3.78
H -1.70 8.47 2.15
H 0.01 6.99 4.26
H 0.54 8.60 3.65
H 1.48 6.26 2.39
H 0.64 7.40 1.30
H -0.30 4.88 2.56
H -0.77 5.55 1.00
H -1.92 5.66 4.61
H -2.72 4.67 3.39
H -4.66 5.98 3.27
H -4.01 7.28 4.14
H -5.45 5.56 5.56
H -3.91 5.73 6.23
H -4.19 4.35 5.22
C 2.23 -11.71 -0.32
C 1.16 -10.89 -1.01
C 0.25 -10.11 -0.05
C -0.61 -9.16 -0.84
N -1.52 -8.34 0.06
C -2.27 -7.42 -0.87
C -2.26 -6.04 -0.19
C -1.30 -6.09 0.99
C -0.58 -7.43 0.87
C -2.42 -9.03 0.97
C -3.16 -10.25 0.48
C -4.21 -10.70 1.46
H 3.08 -11.03 -0.09
H 2.46 -12.57 -0.90
H 1.80 -12.01 0.64
H 0.72 -11.52 -1.84
H 1.63 -10.10 -1.62
H 0.92 -9.56 0.67
H -0.36 -10.79 0.51
H -1.23 -9.59 -1.63
H -0.04 -8.38 -1.31
H -3.24 -7.90 -1.11
H -1.73 -7.39 -1.77
H -3.21 -5.68 0.20
H -1.96 -5.30 -0.95
H -1.81 -5.95 1.87
H -0.59 -5.25 0.87
H -0.37 -7.84 1.90
H 0.40 -7.37 0.35
H -3.16 -8.28 1.27
H -1.89 -9.30 1.90
H -2.42 -11.02 0.26
H -3.71 -10.04 -0.51
H -5.02 -9.95 1.59
H -3.83 -11.02 2.39
H -4.63 -11.63 1.09
C -8.45 -2.95 -1.01
C -9.10 -2.14 -2.08
C -9.50 -0.75 -1.43
C -10.36 0.01 -2.45
N -10.92 1.38 -2.03
C -11.65 2.16 -3.14
C -11.51 3.66 -2.76
C -10.39 3.81 -1.72
C -9.77 2.34 -1.70
C -11.91 1.35 -0.82
C -12.85 0.14 -0.92
C -13.93 0.28 0.20
H -8.15 -3.93 -1.31
H -9.18 -3.02 -0.21
H -7.60 -2.39 -0.63
H -9.95 -2.68 -2.53
H -8.39 -1.88 -2.89
H -8.62 -0.16 -1.24
H -9.95 -0.95 -0.44
H -11.15 -0.59 -2.91
H -9.65 0.26 -3.25
H -12.70 1.83 -3.28
H -11.02 2.07 -4.01
H -12.49 3.95 -2.43
H -11.16 4.25 -3.63
H -10.81 4.15 -0.75
H -9.60 4.51 -2.01
H -9.26 2.03 -0.82
H -9.07 2.32 -2.52
H -12.52 2.25 -0.95
H -11.30 1.36 0.09
H -12.23 -0.75 -0.81
H -13.38 0.14 -1.88
H -14.37 1.30 0.25
H -13.60 0.14 1.18
H -14.68 -0.50 0.03
C 0.84 3.90 -1.48
C 0.27 2.57 -1.42
C 0.80 1.77 -0.26
N 0.34 0.38 -0.03
C 0.77 0.07 1.35
C 0.24 -1.31 1.78
C -1.28 -1.32 1.78
C -1.75 -0.95 0.39
C -1.13 0.27 -0.15
C 0.95 -0.53 -1.05
H 0.55 4.54 -2.33
H 1.94 3.92 -1.54
H 0.51 4.49 -0.62
H 0.49 2.15 -2.39
H -0.82 2.70 -1.37
H 0.53 2.40 0.58
H 1.86 1.86 -0.30
H 0.49 0.93 2.01
H 1.85 -0.02 1.26
H 0.62 -1.55 2.78
H 0.71 -2.10 1.22
H -1.62 -0.59 2.48
H -1.78 -2.23 2.13
H -2.86 -0.81 0.36
H -1.57 -1.78 -0.35
H -1.47 1.09 0.44
H -1.38 0.44 -1.19
H 0.51 -1.53 -1.07
H 2.04 -0.54 -0.88
H 0.69 -0.10 -2.07
C 6.73 -6.05 3.58
C 5.49 -6.36 2.71
C 5.32 -5.32 1.61
N 4.20 -5.42 0.65
C 4.17 -4.29 -0.37
C 5.46 -4.38 -1.23
C 5.54 -5.74 -1.95
C 5.44 -6.91 -0.94
C 4.26 -6.74 -0.09
C 2.93 -5.30 1.42
H 6.79 -6.86 4.29
H 6.70 -5.04 3.99
H 7.67 -6.11 3.05
H 4.63 -6.26 3.41
H 5.41 -7.36 2.32
H 6.25 -5.35 1.08
H 5.23 -4.29 2.04
H 4.19 -3.36 0.11
H 3.23 -4.36 -0.98
H 6.35 -4.19 -0.64
H 5.38 -3.58 -1.99
H 6.48 -5.81 -2.53
H 4.73 -5.79 -2.70
H 6.41 -7.11 -0.49
H 5.30 -7.74 -1.58
H 4.09 -7.60 0.60
H 3.43 -6.74 -0.77
H 2.88 -4.40 2.04
H 2.82 -6.13 2.12
H 2.11 -5.20 0.70
C 3.53 6.75 -5.05
C 4.33 6.66 -3.72
C 5.11 5.35 -3.79
N 6.33 5.32 -2.83
C 7.38 6.30 -3.12
C 8.41 6.41 -2.07
C 7.84 6.69 -0.70
C 6.80 5.59 -0.42
C 5.75 5.48 -1.41
C 7.06 3.97 -2.90
H 2.95 7.64 -5.20
H 2.88 5.87 -5.11
H 4.10 6.82 -5.99
H 3.56 6.65 -2.90
H 4.98 7.50 -3.61
H 5.50 5.00 -4.74
H 4.57 4.48 -3.45
H 6.88 7.27 -3.19
H 7.76 6.03 -4.14
H 9.08 7.25 -2.37
H 9.18 5.62 -2.08
H 7.34 7.65 -0.85
H 8.56 6.80 0.13
H 6.36 5.80 0.53
H 7.33 4.67 -0.24
H 5.21 6.47 -1.52
H 4.98 4.67 -1.42
H 7.58 3.96 -3.83
H 6.21 3.24 -2.81
H 7.79 3.96 -2.14
C 3.25 -2.98 -4.21
C 2.95 -2.04 -5.36
C 1.79 -1.13 -5.02
N 1.38 -0.15 -6.09
C 1.42 -0.75 -7.46
C 0.32 -1.73 -7.79
C -1.06 -1.13 -7.59
C -1.14 -0.63 -6.10
C -0.07 0.42 -5.83
C 2.31 1.01 -6.05
H 3.87 -3.85 -4.48
H 2.35 -3.44 -3.82
H 3.82 -2.60 -3.35
H 2.63 -2.69 -6.17
H 3.83 -1.46 -5.62
H 2.08 -0.40 -4.21
H 0.92 -1.69 -4.72
H 2.42 -1.03 -7.63
H 1.30 0.04 -8.18
H 0.40 -2.65 -7.19
H 0.45 -1.97 -8.84
H -1.78 -1.96 -7.72
H -1.32 -0.35 -8.33
H -1.29 -1.46 -5.34
H -2.11 -0.14 -6.02
H -0.08 0.88 -4.84
H -0.09 1.25 -6.54
H 2.22 1.40 -5.01
H 2.01 1.64 -6.91
H 3.32 0.63 -6.16
C -2.97 2.22 4.26
C -1.69 2.45 3.50
O -1.81 2.85 2.30
O -0.59 2.26 4.11
H -2.85 2.68 5.22
H -3.06 1.15 4.50
H -3.82 2.63 3.77
C -0.17 -4.44 -3.19
C 0.65 -4.78 -1.90
O 0.84 -5.99 -1.54
O 0.95 -3.75 -1.25
H 0.13 -5.13 -3.98
H -0.09 -3.34 -3.48
H -1.17 -4.66 -2.91
C 4.99 0.78 -3.04
C 3.77 1.67 -2.80
O 3.98 2.82 -2.32
O 2.69 1.13 -3.05
H 5.56 0.67 -2.13
H 5.75 1.12 -3.73
H 4.76 -0.25 -3.27
N 5.37 -1.19 2.23
S 4.90 -0.54 0.90
O 4.85 0.88 1.00
O 3.79 -1.21 0.35
F 6.04 -0.81 -0.07
S 4.38 -1.70 3.35
O 3.17 -2.32 2.90
O 4.22 -0.75 4.47
F 5.16 -2.77 4.04

Output
* gap between HOMO and LUMO: 8.41 eV
* total charge: +4
* E: -153142.238 eV
* molar mass: 1607.6 g mol⁻¹
* highest occupied orbital energy: -14.34 eV

Atom charges from the Löwdin analysis, given in e for atoms 1 to 99:
1 C -0.102
2 C -0.231
3 C -0.199
4 C -0.113
5 N -0.195
6 C -0.124
7 C -0.123
8 C -0.103
9 C -0.063
10 C -0.120
11 C -0.215
12 C -0.068
13 H 0.075
14 H 0.084
15 H 0.064
16 H 0.132
17 H 0.085
18 H 0.124
19 H 0.103
20 H 0.110
21 H 0.146
22 H 0.109
23 H 0.090
24 H 0.102
25 H 0.095
26 H 0.093
27 H 0.112
28 H 0.130
29 H 0.116
30 H 0.149
31 H 0.121
32 H 0.072
33 H 0.132
34 H 0.036
35 H 0.060
36 H 0.069
37 C -0.102
38 C -0.234
39 C -0.173
40 C -0.100
41 N -0.188
42 C -0.106
43 C -0.108
44 C -0.140
45 C -0.080
46 C -0.102
47 C -0.199
48 C -0.057
49 H 0.082
50 H 0.048
51 H 0.065
52 H 0.107
53 H 0.128
54 H 0.096
55 H 0.074
56 H 0.134
57 H 0.146
58 H 0.114
59 H 0.135
60 H 0.108
61 H 0.142
62 H 0.105
63 H 0.124
64 H 0.113
65 H 0.091
66 H 0.142
67 H 0.110
68 H 0.099
69 H 0.091
70 H 0.056
71 H 0.076
72 H 0.079
73 C -0.094
74 C -0.269
75 C -0.184
76 C -0.127
77 N -0.211
78 C -0.069
79 C -0.120
80 C -0.135
81 C -0.092
82 C -0.167
83 C -0.240
84 C -0.092
85 H 0.083
86 H 0.066
87 H 0.079
88 H 0.135
89 H 0.108
90 H 0.137
91 H 0.101
92 H 0.152
93 H 0.105
94 H 0.140
95 H 0.107
96 H 0.111
97 H 0.099
98 H 0.083
99 H 0.118